A molecular structure, C18H51AgClN3O9, computed with wB97M-V/def2-TZVPD.

Properties
* ⟨S²⟩: 0.75
* E_HOMO (alpha / beta): -11.647 / -11.645 eV
* E_tot: -58903.0182 eV
* net charge: +1
* multiplicity: 2
* orbital gap (alpha / beta): 9.2 / 4.6 eV

Each line ends with the Mulliken charge.
Positions of all 83 atoms, in Å:
C -0.077 3.971 -0.383  -0.94
N -0.852 2.236 1.129  -0.58
H -4.259 -5.834 2.183  0.35
H 3.257 1.851 -4.172  0.50
O 2.550 2.972 -2.598  -0.34
H -3.460 2.652 -1.772  0.32
H 2.362 1.741 -0.874  0.21
H 1.245 4.788 1.926  0.36
H -0.489 4.778 2.179  0.42
O 0.547 3.320 3.226  -0.18
H 2.355 -6.707 -0.642  0.31
C -2.864 -2.275 1.099  1.29
O 0.569 -0.591 2.404  -0.49
H -2.346 -1.193 2.928  0.45
H -1.314 1.375 -2.435  -0.28
Ag -2.492 -1.486 -2.229  0.21
C -3.478 1.752 -2.391  -0.40
C 1.929 -0.271 2.156  1.04
C 0.384 4.119 2.078  -1.18
H 2.373 -3.057 0.649  -0.08
H 0.653 4.762 -0.570  0.40
C -2.168 1.541 -3.090  0.05
H 4.297 0.928 -2.087  0.40
C 0.837 4.079 4.376  -0.93
H 0.013 4.759 4.625  0.35
H -4.643 0.656 -1.229  0.25
C -3.367 -3.534 1.769  -0.93
C 2.635 1.756 -3.273  -0.63
H -2.592 -0.186 1.515  0.27
H 1.153 -2.228 -1.228  0.08
C 3.177 -0.691 -2.980  -1.55
H 1.961 -0.920 4.667  0.34
H 2.311 4.054 -4.343  0.38
H -2.686 -3.886 2.551  0.48
H -4.315 1.810 -3.094  0.39
H 3.722 -1.431 -2.393  0.38
H 3.503 0.785 3.053  0.37
H 0.912 -3.917 0.293  0.19
H 0.102 -0.747 1.573  0.00
H -4.289 -1.246 0.034  0.20
O -2.211 0.343 -3.898  -0.52
H -4.355 -3.385 2.231  0.36
O -3.769 0.569 -1.622  -0.38
H 2.166 4.926 -2.862  0.25
O 2.800 -0.549 4.376  -0.57
H -0.546 1.721 1.955  0.44
N 2.519 0.749 -1.123  0.38
C -3.616 -5.836 1.296  -0.79
C -2.959 -1.074 2.034  -1.69
C 1.887 -3.663 -0.137  0.43
H 0.886 3.384 5.216  0.26
H 1.553 0.354 -1.136  -0.46
H 3.736 -4.535 -0.723  0.27
H -0.769 1.558 0.374  -0.11
O 2.193 -5.874 -1.089  -0.50
C 0.242 3.206 0.886  1.52
H 0.014 3.291 -1.239  -0.25
H 2.164 -1.078 -3.082  0.31
H -2.643 -6.279 1.517  0.28
H 1.779 4.632 4.324  0.36
C 2.526 0.406 3.360  -0.68
H 1.650 1.375 -3.581  0.31
H 1.194 2.667 0.735  -0.33
H 3.680 -0.714 -3.949  0.48
H -1.973 2.424 -3.705  0.41
C 3.265 0.687 -2.368  0.44
H -1.092 4.364 -0.374  0.39
H -4.239 -2.813 -0.251  0.20
O -3.488 -4.532 0.766  -0.37
H -4.132 -6.466 0.571  0.24
H -2.480 0.590 -4.787  0.29
H -3.990 -0.903 2.356  0.55
O 1.771 -2.961 -1.356  -0.43
C 2.782 -4.854 -0.287  -0.79
Cl -0.405 -0.670 -0.786  -0.11
H 2.452 -1.231 2.039  0.17
H 2.092 0.253 1.198  -0.42
C 1.885 3.987 -3.335  -0.74
N -3.633 -1.998 -0.143  -0.13
H 3.010 -5.259 0.703  0.42
H 0.803 3.870 -3.361  0.24
H 1.893 1.215 3.728  0.28
H -1.797 -2.379 0.895  -0.49